#one
This record from the Open Molecules 2025 dataset describes a molecular structure, C30H44Br2CaN2P2. The level of theory is wB97M-V/def2-TZVPD.

Geometry as XYZ:
```
81
Properties=species:S:1:pos:R:3
N -4.827 4.718 -2.223
C -4.246 5.187 -1.117
C -2.980 4.767 -0.670
C -2.264 3.796 -1.425
C -2.927 3.292 -2.573
C -4.180 3.809 -2.943
C -0.903 3.341 -1.081
Ca 1.191 2.674 -0.037
P 4.225 1.262 0.193
C -0.317 2.201 -1.714
C -0.586 0.779 -1.425
C -0.044 -0.261 -2.232
C -0.137 -1.581 -1.897
C -0.492 -2.011 -0.523
C -1.238 -0.924 0.183
C -1.284 0.358 -0.264
Br 1.244 -2.306 0.436
H -0.260 4.153 -0.633
H 0.187 2.377 -2.693
H -2.575 5.208 0.243
H -2.458 2.553 -3.221
H -4.815 5.942 -0.567
H -4.658 3.469 -3.855
H 0.451 0.023 -3.171
H -1.786 1.138 0.328
H 0.248 -2.338 -2.577
H -1.674 -1.160 1.145
P -1.403 -3.658 -0.437
C 3.722 3.013 0.341
C 4.832 4.091 0.462
H 3.079 3.097 1.250
H 3.172 3.267 -0.601
H 4.384 5.030 0.817
H 5.620 3.825 1.172
H 5.315 4.310 -0.496
C 3.579 0.104 -1.097
C 4.518 -1.101 -1.353
H 3.450 0.662 -2.042
H 2.609 -0.286 -0.740
H 4.273 -1.584 -2.308
H 5.575 -0.805 -1.403
H 4.434 -1.890 -0.591
C 3.655 0.320 1.670
C 4.771 -0.563 2.251
H 2.813 -0.325 1.365
H 3.303 1.050 2.416
H 4.360 -1.301 2.952
H 5.309 -1.121 1.470
H 5.505 0.039 2.806
C -1.437 -4.007 1.335
C -1.652 -5.476 1.689
H -2.186 -3.339 1.787
H -0.458 -3.683 1.724
H -2.654 -5.819 1.393
H -0.888 -6.102 1.202
H -1.548 -5.605 2.775
C -0.351 -4.774 -1.362
C -0.695 -4.841 -2.857
H -0.393 -5.778 -0.908
H 0.682 -4.417 -1.238
H -1.609 -5.434 -3.014
H -0.841 -3.842 -3.297
H 0.137 -5.316 -3.395
C -3.064 -3.463 -1.139
C -4.152 -2.942 -0.197
H -3.363 -4.432 -1.568
H -2.959 -2.760 -1.984
H -4.059 -1.858 -0.046
H -5.133 -3.112 -0.659
H -4.140 -3.437 0.786
Br -0.776 -0.882 3.890
C -0.680 0.984 3.480
C -1.530 1.902 4.096
C -1.534 3.223 3.648
C -0.717 3.586 2.578
N 0.130 2.692 2.020
C 0.192 1.411 2.477
H -2.162 1.556 4.909
H -2.163 3.986 4.107
H -0.702 4.596 2.157
H 0.930 0.743 2.021
```

## Properties
Gap between HOMO and LUMO (alpha / beta)   5.21 / 6.59 eV
Net charge   +2

***

#two
This record from the Open Molecules 2025 dataset describes a molecular structure, C30H44Br2CaN2P2. The level of theory is wB97M-V/def2-TZVPD.

Geometry as XYZ:
```
81
Properties=species:S:1:pos:R:3
N -6.369 4.885 -5.689
C -6.251 5.531 -4.513
C -5.281 5.216 -3.539
C -4.409 4.112 -3.779
C -4.559 3.454 -5.034
C -5.592 3.827 -5.897
C -3.364 3.751 -2.841
Ca -0.679 3.185 -1.058
P 5.332 -0.574 -1.028
C -2.268 3.041 -3.266
C -1.858 1.781 -2.692
C -0.668 1.226 -3.197
C -0.231 -0.002 -2.704
C -1.022 -0.629 -1.706
C -1.918 0.144 -0.926
C -2.442 1.307 -1.468
Br 1.410 1.214 -0.873
H -3.460 4.045 -1.788
H -1.968 3.188 -4.307
H -5.190 5.833 -2.634
H -3.891 2.655 -5.361
H -6.906 6.396 -4.351
H -5.746 3.305 -6.836
H -0.109 1.786 -3.956
H -3.388 1.742 -1.136
H 0.699 -0.447 -3.068
H -2.199 -0.152 0.084
P -1.230 -2.411 -1.710
C 4.833 1.170 -0.776
C 5.910 2.190 -1.135
H 4.571 1.226 0.287
H 3.905 1.336 -1.338
H 5.598 3.168 -0.756
H 6.875 1.941 -0.680
H 6.057 2.280 -2.217
C 4.608 -1.133 -2.605
C 5.438 -2.240 -3.260
H 4.571 -0.247 -3.253
H 3.582 -1.459 -2.411
H 5.125 -2.385 -4.294
H 6.499 -1.984 -3.267
H 5.334 -3.201 -2.757
C 4.399 -1.542 0.235
C 5.260 -1.856 1.460
H 4.134 -2.479 -0.276
H 3.475 -1.012 0.484
H 4.721 -2.539 2.117
H 6.185 -2.340 1.141
H 5.522 -0.973 2.045
C -0.972 -2.664 0.039
C -1.439 -4.058 0.481
H -1.513 -1.868 0.579
H 0.104 -2.483 0.229
H -2.425 -4.010 0.964
H -1.513 -4.753 -0.369
H -0.727 -4.474 1.210
C 0.078 -3.008 -2.819
C -0.223 -3.126 -4.322
H 0.419 -3.966 -2.400
H 0.948 -2.339 -2.711
H -1.064 -3.804 -4.525
H -0.449 -2.146 -4.767
H 0.673 -3.518 -4.835
C -2.945 -2.814 -2.123
C -4.083 -2.567 -1.109
H -2.941 -3.869 -2.436
H -3.199 -2.240 -3.024
H -4.694 -1.712 -1.432
H -4.729 -3.455 -1.058
H -3.748 -2.352 -0.089
Br -0.538 -0.852 3.495
C -0.938 0.930 2.958
C -1.655 1.769 3.793
C -1.936 3.066 3.353
C -1.541 3.476 2.080
N -0.842 2.635 1.269
C -0.535 1.394 1.708
H -1.976 1.417 4.765
H -2.474 3.788 3.977
H -1.777 4.476 1.685
H 0.039 0.775 1.017
```

## Properties
Gap between HOMO and LUMO   4.02 eV
Net charge   +2

***

Stability comparison, relative energies in hartree: #one 0.0786; #two 0.0000

***

#one
This record from the Open Molecules 2025 dataset describes a single CH5FN2 molecule. The level of theory is wB97M-V/def2-TZVPD.

Geometry as XYZ:
```
9
Properties=species:S:1:pos:R:3
C -0.322 0.070 0.344
N 0.261 1.249 -0.286
N 0.294 -1.063 -0.206
F -1.622 0.055 0.006
H -0.151 0.165 1.380
H 0.797 0.844 -1.096
H 0.811 1.863 0.299
H -0.235 -1.439 -1.044
H 0.168 -1.745 0.603
```

## Properties
Gap between HOMO and LUMO   10.48 eV
Net charge   0
SMILES   NC(N)F

***

#two
This record from the Open Molecules 2025 dataset describes 2 unconnected molecules or ions with the total composition CH5FN2. The level of theory is wB97M-V/def2-TZVPD.

Geometry as XYZ:
```
9
Properties=species:S:1:pos:R:3
C 0.319 -0.258 -0.433
N -0.711 0.826 0.238
N -0.833 0.772 1.495
F 0.785 1.014 2.234
H 1.170 -0.053 0.207
H 0.050 -1.264 -0.461
H 0.513 0.218 -1.412
H -0.455 1.790 -0.026
H -0.877 -0.156 1.837
```

## Properties
Gap between HOMO and LUMO   10.57 eV
Net charge   0

***

Stability comparison, relative energies in hartree: #one 0.0000; #two 0.1155

***

#one
This record from the Open Molecules 2025 dataset describes a molecular structure, C7H9NO2. The level of theory is wB97M-V/def2-TZVPD.

Geometry as XYZ:
```
19
Properties=species:S:1:pos:R:3
C -3.147 -1.301 0.344
C -2.027 0.128 -0.983
C -2.195 -0.526 0.869
C -1.496 0.553 0.336
C 1.862 -0.173 0.109
C 2.618 0.001 1.385
C 1.910 1.018 -0.851
N -2.893 -1.037 -1.032
O 1.123 -1.103 -0.231
O -0.692 1.353 0.683
H -3.956 -1.950 0.752
H -1.299 0.147 -1.747
H 1.907 0.126 2.119
H 3.156 0.943 1.392
H 3.047 -0.862 1.865
H 2.042 1.931 -0.297
H 1.004 0.971 -1.354
H 2.647 0.943 -1.609
H -3.610 -1.163 -1.751
```

## Properties
Gap between HOMO and LUMO (alpha / beta)   7.14 / 7.66 eV
Net charge   0

***

#two
This record from the Open Molecules 2025 dataset describes a single C7H9NO2 molecule. The level of theory is wB97M-V/def2-TZVPD.

Geometry as XYZ:
```
19
Properties=species:S:1:pos:R:3
C -0.826 -1.646 -0.509
C -1.630 -1.331 0.709
C 0.697 1.574 1.075
C -1.244 1.023 -0.900
C 1.514 0.925 -0.063
C -1.018 -0.205 -0.123
C -0.082 0.864 0.093
N 2.203 -0.319 0.021
O 1.905 -1.153 0.834
O 3.093 -0.388 -0.781
H 0.176 -2.157 -0.476
H -1.285 -2.094 -1.492
H -2.765 -1.552 0.784
H -1.183 -1.416 1.638
H 0.744 1.079 2.050
H 0.739 2.708 0.874
H -0.861 0.871 -1.834
H -1.998 1.696 -0.980
H 1.822 1.523 -0.920
```

## Properties
Gap between HOMO and LUMO   10.37 eV
Net charge   0
SMILES   O=[N+]([O-])[C@@H]1C[C@@]12CC21CC1

***

Stability comparison, relative energies in hartree: #one 0.0000; #two 0.0331

***

#one
This record from the Open Molecules 2025 dataset describes a single C4H9N3S molecule. The level of theory is wB97M-V/def2-TZVPD.

Geometry as XYZ:
```
17
Properties=species:S:1:pos:R:3
C 2.523 -0.722 0.084
C 1.132 -0.300 0.067
C -1.284 1.306 -0.472
C -2.029 0.597 0.689
H 2.893 -0.703 -1.114
H 2.552 -1.825 0.200
H 3.322 -0.149 0.778
H 0.628 -2.025 -0.421
H 1.489 1.534 0.520
H -2.078 1.382 -1.476
H -3.039 1.354 0.906
H -1.488 0.257 1.646
H -2.254 -1.394 -0.859
N 0.172 -1.089 -0.289
N 0.673 1.019 0.436
N -0.066 1.488 -0.657
S -3.146 -0.730 -0.037
```

## Properties
Gap between HOMO and LUMO   9.55 eV
Net charge   0
SMILES   [H]/N=C(\C)N/N=C\CS

***

#two
This record from the Open Molecules 2025 dataset describes a single C4H9N3S molecule. The level of theory is wB97M-V/def2-TZVPD.

Geometry as XYZ:
```
17
Properties=species:S:1:pos:R:3
C -2.756 -0.146 0.982
C -2.001 -0.743 -0.203
C -0.612 -0.184 -0.371
C 2.436 -0.286 0.111
H -2.232 -0.317 1.920
H -3.750 -0.579 1.060
H -2.840 0.945 0.880
H -1.968 -1.835 -0.120
H -2.559 -0.531 -1.154
H 0.050 -2.083 -0.277
H 3.478 -0.291 -0.158
H 1.171 0.895 1.204
H 2.812 1.139 1.457
N 0.337 -1.135 -0.269
N 1.690 -1.059 -0.597
N 2.113 0.473 1.190
S -0.347 1.429 -0.637
```

## Properties
Gap between HOMO and LUMO   9.22 eV
Net charge   0
SMILES   CCC(=S)N/N=C\N

***

Stability comparison, relative energies in hartree: #one 0.1181; #two 0.0000